Arrangement A

Computed, not measured: an isolated molecule of C4H6N2, with the ωB97M-V functional and the def2-TZVPD basis.

Structure (XYZ):
```
12
Properties=species:S:1:pos:R:3
C 1.760 0.307 0.605
C 0.411 0.062 0.204
C -0.438 0.716 -0.769
N -1.709 0.259 -0.574
N -1.781 -0.708 0.360
C -0.582 -0.837 0.844
H 2.274 -0.482 1.138
H 0.719 -0.536 -0.742
H 2.357 1.033 0.067
H -0.187 1.424 -1.543
H -2.481 0.346 -1.214
H -0.375 -1.555 1.625
```

Results
Highest occupied orbital energy (alpha / beta), eV: -5.99 / -6.55

=====

Arrangement B

Computed, not measured: an isolated molecule of C4H6N2, with the ωB97M-V functional and the def2-TZVPD basis.

Structure (XYZ):
```
12
Properties=species:S:1:pos:R:3
C 1.129 1.381 0.664
C 0.212 0.373 0.069
C 0.163 -0.960 0.356
N -0.860 -1.472 -0.406
C -1.375 -0.421 -1.120
N -0.751 0.698 -0.856
H 1.459 1.042 1.650
H 0.610 2.335 0.772
H 2.011 1.529 0.036
H 0.734 -1.571 1.037
H -1.077 -2.457 -0.454
H -2.256 -0.476 -1.747
```

Results
Highest occupied orbital energy, eV: -8.55

=====

Arrangement C

Computed, not measured: a structure of composition C4H6N2, with the ωB97M-V functional and the def2-TZVPD basis.

Structure (XYZ):
```
12
Properties=species:S:1:pos:R:3
N 0.327 1.298 0.851
C 0.163 0.326 -0.177
C -1.281 0.209 -0.694
C -0.666 -0.924 0.059
C 1.334 -0.485 -0.406
N 1.797 -1.405 0.219
H 1.054 1.025 1.506
H 0.555 2.208 0.466
H -1.491 0.080 -1.754
H -1.892 0.954 -0.190
H 0.586 -1.586 0.804
H -0.485 -1.700 -0.684
```

Results
Highest occupied orbital energy (alpha / beta), eV: -9.06 / -9.06

=====

Most stable pick: arrangement B. Distance to second place: 5.043 eV.

=====

Arrangement A

Computed, not measured: an isolated molecule of C4H6N2, with the ωB97M-V functional and the def2-TZVPD basis.

Structure (XYZ):
```
12
Properties=species:S:1:pos:R:3
C 1.381 1.300 0.127
C 0.425 0.192 -0.205
C 0.265 -1.107 0.219
N -1.080 -1.390 0.016
C -1.642 -0.278 -0.526
N -0.765 0.664 -0.720
H 2.076 1.075 0.941
H 0.678 2.064 0.483
H 1.914 1.730 -0.729
H 0.920 -1.868 0.640
H -1.591 -2.171 0.402
H -2.700 -0.135 -0.683
```

Results
Highest occupied orbital energy, eV: -8.58

=====

Arrangement B

Computed, not measured: an isolated molecule of C4H6N2, with the ωB97M-V functional and the def2-TZVPD basis.

Structure (XYZ):
```
12
Properties=species:S:1:pos:R:3
C -1.534 -0.330 0.111
N -0.808 -1.358 -0.079
C 0.487 -0.892 -0.414
C 1.248 -0.028 0.575
C 0.412 0.623 -0.510
N -1.014 0.939 -0.179
H -2.520 -0.345 0.545
H 1.043 -1.466 -1.207
H 0.742 -0.008 1.577
H 2.326 -0.005 0.446
H 0.829 1.172 -1.303
H -1.213 1.697 0.439
```

Results
Highest occupied orbital energy, eV: -8.75

=====

Arrangement C

Computed, not measured: an isolated molecule of C4H6N2, with the ωB97M-V functional and the def2-TZVPD basis.

Structure (XYZ):
```
12
Properties=species:S:1:pos:R:3
N 1.564 0.006 -0.597
C 0.877 0.661 -1.382
C -0.474 1.079 -0.775
N -0.696 0.380 0.486
C 0.380 -0.270 1.057
C -0.724 -1.083 0.512
H -0.409 2.158 -0.593
H -1.306 0.896 -1.460
H 0.670 -0.129 2.105
H 2.157 -0.565 -0.051
H -0.509 -1.627 -0.411
H -1.531 -1.507 1.110
```

Results
Highest occupied orbital energy, eV: -7.90

=====

Arrangement D

Computed, not measured: an isolated molecule of C4H6N2, with the ωB97M-V functional and the def2-TZVPD basis.

Structure (XYZ):
```
12
Properties=species:S:1:pos:R:3
C -0.716 0.249 -1.217
C 0.056 -0.296 -0.028
C 1.177 -1.156 -0.394
N 2.078 -1.785 -0.759
C 0.238 0.678 1.052
N -0.758 -0.419 1.183
H -0.059 0.937 -1.763
H -1.581 0.808 -0.848
H -1.056 -0.531 -1.898
H 1.169 0.559 1.613
H -0.192 1.662 0.999
H -0.355 -0.705 2.059
```

Results
Highest occupied orbital energy, eV: -10.37

=====

Most stable pick: arrangement A. Distance to second place: 1.262 eV.

=====

Arrangement A

Computed, not measured: an isolated molecule of C4H6N2, with the ωB97M-V functional and the def2-TZVPD basis.

Structure (XYZ):
```
12
Properties=species:S:1:pos:R:3
N -1.910 -0.230 -0.086
C -0.459 0.009 -0.022
C 0.365 1.099 0.143
N 1.618 0.540 0.117
C 1.525 -0.841 -0.057
C 0.201 -1.234 -0.151
H -2.401 0.176 -0.890
H -2.440 -0.015 0.766
H 0.208 2.164 0.273
H 2.475 1.066 0.210
H 2.448 -1.415 -0.096
H -1.628 -1.321 -0.206
```

Results
Highest occupied orbital energy, eV: -7.49

=====

Arrangement B

Computed, not measured: an isolated molecule of C4H6N2, with the ωB97M-V functional and the def2-TZVPD basis.

Structure (XYZ):
```
12
Properties=species:S:1:pos:R:3
C 2.507 0.451 0.080
C 1.679 -0.524 -0.142
N 0.881 -1.361 -0.349
C -0.358 -1.024 0.142
C -1.081 0.039 -0.247
N -2.289 0.459 0.259
H 2.170 1.473 -0.040
H 3.495 0.261 0.473
H -0.748 -1.686 0.913
H -0.685 0.707 -1.010
H -3.036 -0.185 -0.004
H -2.534 1.390 -0.075
```

Results
Highest occupied orbital energy, eV: -8.06

=====

Arrangement C

Computed, not measured: a cluster of 2 separate species, C4H6N2 in total, with the ωB97M-V functional and the def2-TZVPD basis.

Structure (XYZ):
```
12
Properties=species:S:1:pos:R:3
N 0.237 1.013 -2.311
C 0.566 0.929 -1.202
C 1.008 0.847 0.194
C -0.085 0.356 1.121
C -1.033 -1.297 -1.037
N 0.212 -0.438 2.059
H 1.861 0.167 0.268
H 1.342 1.843 0.510
H -1.083 0.761 0.926
H -0.377 -2.013 -1.574
H -1.977 -1.337 -1.620
H -0.625 -0.666 2.596
```

Results
Highest occupied orbital energy (alpha / beta), eV: -9.51 / -9.57

=====

Arrangement D

Computed, not measured: an isolated molecule of C4H6N2, with the ωB97M-V functional and the def2-TZVPD basis.

Structure (XYZ):
```
12
Properties=species:S:1:pos:R:3
H -0.577 -2.135 1.030
N -1.170 -1.442 1.489
C -0.465 -0.507 1.027
C 0.732 -0.412 0.089
C 0.188 0.113 -1.242
N -0.296 1.335 -0.551
C 0.029 0.810 0.758
H 1.810 -0.493 0.218
H -0.592 -0.514 -1.705
H 0.941 0.342 -2.006
H -1.266 1.590 -0.693
H 0.482 1.381 1.562
```

Results
Highest occupied orbital energy, eV: -8.93

=====

Most stable pick: arrangement B. Distance to second place: 0.567 eV.

=====

Arrangement A

Computed, not measured: an isolated molecule of C4H6N2, with the ωB97M-V functional and the def2-TZVPD basis.

Structure (XYZ):
```
12
Properties=species:S:1:pos:R:3
C -1.868 -0.172 -0.172
C -0.375 -0.250 -0.085
C 0.470 -1.324 -0.423
C 1.703 -0.730 -0.175
N 1.629 0.590 0.208
N 0.303 0.845 0.367
H -2.306 0.434 0.629
H -2.186 0.249 -1.133
H -2.265 -1.186 -0.111
H 2.706 -1.146 -0.247
H 2.273 1.059 0.832
H -0.008 1.807 0.366
```

Results
Highest occupied orbital energy, eV: -7.43

=====

Arrangement B

Computed, not measured: an isolated molecule of C4H6N2, with the ωB97M-V functional and the def2-TZVPD basis.

Structure (XYZ):
```
12
Properties=species:S:1:pos:R:3
C 2.362 -0.408 -1.413
C 1.563 -0.323 -0.387
N 0.668 -0.276 0.469
N -0.561 -0.478 -0.272
C -1.807 -0.320 0.452
C -1.295 0.767 -0.419
H 2.577 0.479 -1.996
H 2.764 -1.372 -1.703
H -1.785 -0.152 1.525
H -2.581 -0.997 0.099
H -1.661 0.987 -1.419
H -0.881 1.621 0.111
```

Results
Highest occupied orbital energy, eV: -9.20

=====

Most stable pick: arrangement A. Distance to second place: 0.684 eV.

=====

Arrangement A

Computed, not measured: a cluster of 2 separate species, C2H7S2 in total, with the ωB97M-V functional and the def2-TZVPD basis.

Structure (XYZ):
```
11
Properties=species:S:1:pos:R:3
C -0.373 -0.581 -1.391
S -1.778 -0.325 -2.634
H 0.431 0.109 -1.619
H -0.823 -0.329 -0.444
H -0.059 -1.612 -1.450
H -2.586 0.195 -1.698
C 1.116 0.607 1.815
S 0.209 -0.978 2.073
H 1.980 0.554 1.146
H 0.500 1.408 1.387
H 1.384 0.951 2.816
```

Results
Highest occupied orbital energy, eV: -2.29
Total charge: -1

=====

Arrangement B

Computed, not measured: a structure of composition C2H7S2, with the ωB97M-V functional and the def2-TZVPD basis.

Structure (XYZ):
```
11
Properties=species:S:1:pos:R:3
S -3.406 0.513 -0.438
H -2.846 1.364 0.434
C 1.587 0.452 0.006
C 0.651 -0.740 0.310
S -0.560 -1.004 -1.069
H 2.120 0.241 -0.922
H 0.903 1.282 -0.163
H 2.291 0.625 0.822
H 0.182 -0.518 1.270
H 1.139 -1.706 0.236
H -2.060 -0.508 -0.488
```

Results
Highest occupied orbital energy, eV: -3.03
Total charge: -1

=====

Arrangement C

Computed, not measured: a cluster of 2 separate species, C2H7S2 in total, with the ωB97M-V functional and the def2-TZVPD basis.

Structure (XYZ):
```
11
Properties=species:S:1:pos:R:3
C -0.228 -1.626 -0.959
C -0.013 -1.316 0.527
S 0.174 0.467 0.874
H 0.647 -1.320 -1.535
H -1.085 -1.054 -1.325
H -0.428 -2.693 -1.128
H 0.885 -1.841 0.873
H -0.859 -1.711 1.095
S 0.377 4.046 0.022
H 0.007 4.329 1.271
H 0.523 2.719 0.284
```

Results
Highest occupied orbital energy, eV: -2.52
Total charge: -1

=====

Most stable pick: arrangement C. Distance to second place: 0.187 eV.

=====

Arrangement A

Computed, not measured: a cluster of 2 separate species, C2H7S2 in total, with the ωB97M-V functional and the def2-TZVPD basis.

Structure (XYZ):
```
11
Properties=species:S:1:pos:R:3
C -1.298 0.414 -1.470
S -1.541 -0.849 -0.156
H -2.129 0.429 -2.183
H -0.520 0.352 -2.257
H -1.047 1.384 -1.039
H -0.157 -1.307 -0.128
C 1.327 -0.018 1.553
S 1.853 -0.987 0.043
H 0.881 -0.668 2.315
H 0.517 0.671 1.297
H 2.113 0.578 2.024
```

Results
Highest occupied orbital energy, eV: -2.76
Total charge: -1

=====

Arrangement B

Computed, not measured: a cluster of 2 separate species, C2H7S2 in total, with the ωB97M-V functional and the def2-TZVPD basis.

Structure (XYZ):
```
11
Properties=species:S:1:pos:R:3
S 1.413 1.406 1.433
H 2.461 2.152 1.841
C -0.609 -1.230 0.142
C -0.838 0.072 -0.626
S 0.506 0.506 -1.802
H 0.321 -1.183 0.711
H -0.548 -2.047 -0.590
H -1.454 -1.392 0.830
H -1.742 0.007 -1.236
H -0.888 0.925 0.045
H 1.377 0.784 -0.750
```

Results
Highest occupied orbital energy, eV: -2.98
Total charge: -1

=====

Most stable pick: arrangement B. Distance to second place: 0.802 eV.

=====

Arrangement A

Computed, not measured: a structure of composition C3H3N3, with the ωB97M-V functional and the def2-TZVPD basis.

Structure (XYZ):
```
9
Properties=species:S:1:pos:R:3
N -0.923 -0.903 -0.212
C 0.032 0.075 0.118
C 1.425 -0.224 -0.056
N 2.552 -0.508 -0.055
C -0.400 1.474 -0.033
N -0.799 2.557 -0.140
H -1.855 -0.844 0.168
H -0.800 -1.516 -1.004
H 0.768 -0.112 1.215
```

Results
Highest occupied orbital energy, eV: -10.03

=====

Arrangement B

Computed, not measured: an isolated molecule of C3H3N3, with the ωB97M-V functional and the def2-TZVPD basis.

Structure (XYZ):
```
9
Properties=species:S:1:pos:R:3
C -0.535 1.905 -1.093
C -0.340 0.123 0.033
C 0.300 -1.114 0.328
N -0.524 1.348 0.242
N 0.011 1.480 -2.127
N -0.153 -0.656 -0.981
H -1.072 2.875 -1.073
H 1.480 -0.982 0.505
H -0.345 -1.957 0.783
```

Results
Highest occupied orbital energy (alpha / beta), eV: -9.90 / -10.18

=====

Most stable pick: arrangement A. Distance to second place: 2.953 eV.

=====

Arrangement A

Computed, not measured: a cluster of 2 separate species, C3H3N3 in total, with the ωB97M-V functional and the def2-TZVPD basis.

Structure (XYZ):
```
9
Properties=species:S:1:pos:R:3
C -1.377 1.279 -0.067
C -1.527 -1.091 0.147
C 1.793 -0.181 -0.007
N -1.235 2.405 -0.305
N -1.566 -2.182 -0.205
N -1.378 0.135 0.434
H 1.678 -0.833 -0.843
H 1.934 -0.428 0.983
H 1.679 0.897 -0.137
```

Results
Highest occupied orbital energy (alpha / beta), eV: -11.44 / -9.33

=====

Arrangement B

Computed, not measured: a structure of composition C3H3N3, with the ωB97M-V functional and the def2-TZVPD basis.

Structure (XYZ):
```
9
Properties=species:S:1:pos:R:3
C -0.764 -0.142 -0.092
C 0.362 0.961 -0.121
C 1.203 -0.871 0.072
H -2.458 0.661 0.342
H 0.169 1.951 -0.216
H 1.905 -1.657 -0.089
N -1.995 -0.134 0.068
N 1.614 0.496 0.115
N -0.036 -1.266 -0.081
```

Results
Highest occupied orbital energy, eV: -10.33

=====

Most stable pick: arrangement B. Distance to second place: 2.820 eV.